A 12-piece molecular cluster, C54H87F27O27 overall. Source: OMol25; level of theory: ωB97M-V/def2-TZVPD.

- Total energy: -186052.218 eV
- Total charge: 0
- 2S+1: 1
- HOMO level: -9.142 eV
- SMILES: CCOC(=O)C(F)(F)F.CCOC(=O)C(F)(F)F.CCOC(=O)C(F)(F)F.CCOC(=O)C(F)(F)F.CCOC(=O)C(F)(F)F.CCOC(=O)C(F)(F)F.CCOC(=O)C(F)(F)F.CCOC(=O)C(F)(F)F.CCOC(=O)C(F)(F)F.COCCOCCOC.COCCOCCOC.COCCOCCOC
- Gap between HOMO and LUMO: 9.428 eV
- F_max: 8.5 eV/Å
- Energy above the lowest of the compared OMol25 structures with the same formula, charge and spin: 127.45 kcal per mole

```
195
Properties=species:S:1:pos:R:3:forces:R:3
C 0.102783 -1.526400 4.292754 -0.665 -0.073 0.008
O -1.313987 -1.450820 4.050074 0.104 0.144 -0.198
C -1.987547 -0.992020 5.231634 -0.197 -1.352 -0.467
C -3.513637 -1.201800 5.172174 0.643 0.314 0.385
O -3.778127 -2.414880 5.845234 -1.350 -1.652 -1.950
C -5.048937 -3.014610 5.389614 0.128 0.692 2.459
C -6.077937 -2.549370 6.462874 1.229 -0.075 1.014
O -5.604807 -2.643610 7.870904 -0.419 -1.596 -2.212
C -5.115287 -3.963740 8.167024 0.387 0.933 1.263
H 0.357083 -2.332890 4.980504 -0.307 0.198 0.793
H 0.364443 -0.532870 4.656814 0.792 -0.167 0.128
H 0.702113 -1.827140 3.433414 -0.647 0.640 -0.552
H -1.704377 0.022270 5.512964 0.056 0.106 -0.138
H -1.674557 -1.703390 5.995884 0.054 0.361 0.631
H -3.955897 -1.225500 4.176204 0.411 0.115 -0.294
H -4.013237 -0.414180 5.736244 0.039 0.450 -0.025
H -5.002807 -4.102230 5.334434 0.573 -0.033 0.406
H -5.434027 -2.742690 4.406824 0.468 0.655 -0.171
H -6.994237 -3.122760 6.322464 -0.331 0.228 0.170
H -6.189287 -1.467850 6.385284 -0.512 -0.113 -0.325
H -5.851217 -4.766620 8.210584 -0.416 0.125 -0.587
H -4.772287 -3.876630 9.197974 0.105 -0.011 0.089
H -4.232197 -4.251950 7.596754 -0.178 0.084 -0.377
C 0.111303 2.716840 1.966054 0.291 -0.932 1.170
O -1.075837 2.965240 2.646034 -1.776 1.154 2.033
C -1.195757 2.359620 3.980004 0.539 0.365 -1.111
C -2.553357 2.560000 4.579264 -2.004 0.028 -0.498
O -3.125397 3.833310 4.647804 0.062 2.011 -0.279
C -2.286737 4.924910 4.965134 1.038 -0.095 -0.303
C -3.059107 6.256370 4.933804 0.334 -2.789 1.218
O -4.093317 5.896690 5.881094 -0.012 1.555 -0.908
C -5.134807 6.867490 5.993324 1.142 -0.383 -0.829
H 0.948293 3.214080 2.456264 0.380 -0.191 0.217
H 0.133633 3.074830 0.936764 -0.692 -0.227 -0.010
H 0.120213 1.634790 2.097154 1.430 -0.387 -0.962
H -0.475217 2.692780 4.726944 0.596 0.709 -0.365
H -1.004717 1.287330 3.937684 -0.127 -0.289 -0.424
H -2.645747 2.134160 5.578374 0.689 -0.390 0.262
H -3.379307 2.135690 4.008414 0.532 -1.065 -0.281
H -1.462937 4.945900 4.251684 0.177 0.196 -0.253
H -1.826227 4.755920 5.938514 -0.093 0.182 0.439
H -3.278347 6.432250 3.880664 -1.162 0.158 0.066
H -2.419257 7.071140 5.272684 -0.045 0.131 0.299
H -5.847497 6.438210 6.697524 -0.104 0.507 -0.156
H -5.514637 7.049840 4.988044 -0.761 -0.232 0.002
H -4.703597 7.832920 6.258084 -0.168 0.139 0.756
C -2.646387 -3.543860 1.924614 0.723 0.523 0.506
O -1.791737 -3.619310 0.784544 0.323 -0.380 -0.280
C -0.794487 -4.634780 0.760014 -0.552 -1.080 0.739
C -1.350227 -6.080780 0.823034 -0.457 1.262 0.608
O -2.253537 -6.293550 -0.240256 0.880 -1.761 -1.592
C -1.855217 -7.363420 -1.150766 -1.702 -0.422 0.482
C -2.971077 -7.692710 -2.150286 -1.127 1.551 0.701
O -4.188907 -7.971710 -1.422526 0.092 0.193 -0.168
C -5.367577 -8.332950 -2.193286 1.345 0.113 0.730
H -2.185527 -3.793080 2.880434 0.620 -0.664 -0.063
H -3.566207 -4.124740 1.856664 -0.066 0.114 -0.447
H -2.794037 -2.481070 2.116394 -0.641 -0.004 -0.535
H -0.131287 -4.527420 1.618354 0.179 0.138 0.335
H -0.159687 -4.574890 -0.124026 -0.424 0.559 -0.223
H -1.924447 -6.207800 1.740764 -0.188 0.178 0.226
H -0.533817 -6.789860 0.960084 0.197 -0.190 -0.711
H -1.820887 -8.349810 -0.688216 0.717 0.160 1.112
H -0.923737 -7.177920 -1.685596 0.088 0.284 0.045
H -2.651807 -8.537760 -2.760246 -0.013 -0.060 -0.185
H -3.138737 -6.783950 -2.728346 -0.133 -0.087 -0.631
H -6.290957 -7.990020 -1.726526 0.325 0.265 0.471
H -5.377197 -9.421630 -2.140566 -0.284 -0.087 -0.890
H -5.343267 -7.855940 -3.173066 0.119 -0.487 -0.282
C -6.720717 1.335700 4.486184 -0.298 -0.124 0.017
C -6.557437 0.650890 3.125794 -1.363 1.886 1.395
O -5.267767 1.136430 2.689594 2.087 -1.988 -1.200
C -4.509347 0.300700 1.866834 -3.068 0.525 -0.320
O -4.900517 -0.788540 1.565054 0.936 0.002 0.178
C -3.329477 1.015110 1.147234 0.835 -0.036 0.186
F -2.172647 0.548080 1.656864 -0.229 -0.200 -0.053
F -3.267047 0.763140 -0.198146 -0.669 0.315 1.818
F -3.375877 2.316110 1.405204 -0.226 -0.234 -0.781
H -6.128607 0.827190 5.247064 0.587 0.311 -0.145
H -7.720547 1.225540 4.906074 -0.334 0.131 -0.456
H -6.482277 2.393090 4.371434 0.121 -0.081 0.431
H -7.263127 1.107800 2.432004 -0.056 -0.225 -0.163
H -6.898817 -0.366460 3.316994 1.423 -0.610 -0.907
C -0.379117 -0.682650 -1.246676 0.641 1.034 -0.931
C 0.497323 -0.711350 -0.036396 -1.472 -1.535 2.606
O 1.718143 0.004890 -0.032336 1.956 0.729 -0.179
C 2.538703 -0.004380 1.039784 -2.327 -2.027 1.775
O 2.277483 -0.493720 2.138804 0.500 0.821 -2.307
C 3.876753 0.719080 0.869344 -2.049 0.795 -1.133
F 4.933423 0.024550 1.070164 1.781 -2.624 -1.145
F 3.831163 1.342910 -0.321196 0.954 -0.161 -0.442
F 3.991393 1.616190 1.781514 -1.032 2.883 2.079
H 0.222273 -0.803070 -2.147746 -0.102 -0.342 -0.099
H -0.881327 0.276820 -1.370386 -0.046 -0.033 0.136
H -1.137237 -1.462620 -1.176006 0.177 -0.038 0.116
H 0.643583 -1.747940 0.267244 0.784 -0.292 -0.401
H -0.088977 -0.420040 0.835094 -0.053 0.651 0.050
C -0.237357 7.113720 -3.560446 0.472 -0.299 -1.140
C -1.316997 6.141770 -4.164566 -0.313 0.823 0.981
O -1.300997 4.953250 -3.351886 -1.112 -2.413 1.509
C -2.416097 4.147820 -3.273546 -3.295 5.320 -4.781
O -3.473247 4.452520 -3.931666 4.334 -1.640 3.008
C -2.386827 2.930590 -2.418406 -2.759 -1.220 0.145
F -3.122957 3.087130 -1.282106 0.914 0.515 -0.827
F -3.072147 1.962220 -3.127456 1.234 0.523 0.665
F -1.191827 2.549240 -2.124326 1.184 -0.618 0.433
H 0.599553 7.234250 -4.248296 0.267 -0.551 -0.029
H 0.163413 6.773880 -2.605466 -0.222 -0.261 -0.119
H -0.487897 8.167520 -3.438626 -0.998 -0.216 0.109
H -1.210117 5.777790 -5.186426 0.458 0.489 -0.037
H -2.293597 6.618630 -4.081196 -0.100 -0.218 -0.052
C 7.606813 -4.489790 -4.669546 -1.433 0.740 1.011
C 7.978193 -2.988020 -4.476116 2.356 -1.028 0.183
O 7.224743 -2.076910 -3.674906 -2.128 0.413 1.829
C 7.004733 -2.251070 -2.321066 2.422 -4.281 -1.323
O 7.325323 -3.245910 -1.657916 -0.727 2.632 -2.002
C 6.290483 -1.130170 -1.630676 0.236 -0.685 -0.963
F 6.811523 -0.981260 -0.465606 1.342 0.828 2.052
F 6.361963 0.006740 -2.302446 -0.582 0.495 -0.277
F 5.060063 -1.549030 -1.425576 -1.732 0.336 -0.437
H 6.719773 -4.579730 -5.296576 0.095 0.066 -0.272
H 7.290213 -4.929590 -3.723806 0.200 0.094 0.176
H 8.379063 -5.153840 -5.057856 0.317 0.661 -0.135
H 8.147933 -2.526830 -5.449056 -0.702 0.302 0.096
H 8.952453 -2.873140 -4.001036 0.392 -0.751 -0.093
C 7.087573 2.954020 -1.258826 1.036 0.381 -0.114
C 6.934013 3.751910 -2.569656 -0.232 -0.622 0.748
O 7.723333 4.962660 -2.534496 -0.123 0.809 -0.169
C 7.824993 5.744440 -3.611286 -0.337 -2.121 -2.533
O 7.445463 5.500790 -4.782026 0.963 0.999 4.229
C 8.721593 6.978850 -3.296546 -0.380 0.096 -0.843
F 9.217343 7.093900 -2.052976 -0.960 0.056 -0.781
F 9.784133 6.903280 -4.116606 -0.381 0.416 0.135
F 7.943733 8.053760 -3.637176 1.189 -0.475 0.702
H 6.500213 2.036610 -1.297206 -0.152 0.341 -0.026
H 6.876613 3.518530 -0.350566 -0.588 0.207 -0.278
H 8.119953 2.652480 -1.081696 0.196 -0.140 -0.385
H 5.878153 4.017410 -2.622396 0.087 0.158 -0.521
H 7.268773 3.170160 -3.428496 -0.289 0.009 -0.031
C 0.064823 -8.084710 -4.890276 -0.012 0.154 1.355
C -0.229197 -6.821040 -5.688166 1.693 -0.766 -0.800
O -0.233627 -5.613710 -4.875966 0.753 0.858 1.212
C 0.938593 -4.964520 -4.509976 1.147 -3.109 -4.116
O 2.040653 -5.228620 -5.017006 -3.137 0.993 2.015
C 0.744763 -3.861930 -3.491746 -1.226 0.332 2.691
F -0.549887 -3.357440 -3.376446 2.447 -0.528 -0.956
F 1.003443 -4.380640 -2.246816 -0.245 -0.200 -0.777
F 1.670113 -2.933390 -3.650116 -0.761 0.488 -0.558
H 0.344643 -9.008810 -5.396086 -0.464 0.338 -0.856
H -0.773017 -8.312910 -4.231456 0.024 -0.080 0.081
H 0.946823 -7.946650 -4.264876 -0.020 0.405 0.221
H -1.154527 -6.924580 -6.254866 -0.210 0.631 0.522
H 0.566003 -6.764420 -6.431496 0.038 0.509 -0.058
C 3.506643 3.047910 5.924154 0.743 0.881 -0.568
C 4.602313 4.189890 5.921424 -2.139 -1.065 -0.905
O 5.766373 3.797990 5.175314 1.025 -0.795 -2.392
C 5.692393 3.846580 3.768104 -3.030 1.877 1.456
O 4.750633 4.402170 3.187834 3.035 -1.934 1.162
C 6.919783 3.226740 2.988234 -0.172 -0.415 0.362
F 7.835653 2.608630 3.724404 -0.470 -0.290 0.654
F 6.470843 2.338250 2.075854 0.196 0.741 0.443
F 7.578883 4.201570 2.385624 -0.267 0.622 -0.681
H 3.252293 2.771330 4.900964 0.440 -0.250 -0.134
H 2.548703 3.442310 6.263104 0.195 0.085 0.624
H 3.832693 2.179110 6.495974 -0.163 0.077 -0.036
H 4.850403 4.404950 6.960804 0.592 0.196 -0.419
H 4.148543 5.024580 5.387124 0.174 0.303 0.422
C 4.611523 4.072240 -5.682446 0.753 1.607 -0.257
C 3.100313 3.927880 -5.766286 2.168 1.750 -1.102
O 2.842383 2.665590 -5.311806 -3.866 -3.572 0.849
C 1.477213 2.339870 -5.215116 0.862 4.782 0.242
O 0.589283 3.181990 -5.339036 2.075 -2.178 -0.280
C 1.144193 0.984290 -4.683646 -2.133 -1.369 0.967
F 1.071493 0.058060 -5.602206 1.374 -1.094 -1.912
F 1.819803 0.535200 -3.652956 1.732 0.208 0.318
F -0.110207 1.009640 -4.247556 -1.366 1.003 0.650
H 4.875313 4.950210 -6.272086 -0.061 0.255 -0.139
H 5.217383 3.302310 -6.160196 -0.492 -0.455 0.214
H 5.054623 4.338610 -4.722856 -0.393 -0.503 0.224
H 2.905083 4.036130 -6.833186 -0.686 -0.227 -0.059
H 2.569273 4.721940 -5.241336 -0.056 -0.203 0.207
C -2.830187 -0.762350 -6.627886 0.308 -2.003 -1.781
C -3.916227 -0.593560 -5.662656 -0.472 1.743 0.517
O -3.804367 -1.629720 -4.711276 -1.296 -1.400 3.832
C -4.641467 -1.641710 -3.576986 -5.237 5.870 -3.129
O -5.699877 -0.880110 -3.469596 5.555 -3.915 -0.798
C -4.297897 -2.472140 -2.385646 0.635 0.844 0.174
F -3.263617 -3.184200 -2.621156 1.892 -3.347 -1.346
F -3.814017 -1.669940 -1.445326 -1.287 1.308 1.323
F -5.334067 -3.189630 -1.979946 0.117 0.070 0.220
H -1.892587 -1.008910 -6.129656 0.181 0.790 -0.059
H -2.835437 0.033920 -7.372216 0.471 0.260 0.405
H -3.027827 -1.659450 -7.214596 0.004 -0.253 -0.243
H -4.911347 -0.551020 -6.105396 0.015 -0.057 0.108
H -3.648947 0.372530 -5.234496 -0.840 0.077 0.844
```
Positions in Å, forces in eV/Å.

Löwdin atomic charge list, values in e, 5 entries:
1 C -0.083
2 O -0.209
3 C -0.165
4 C -0.171
5 O -0.148